[1]
Entry from OMol25: a cluster of 3 separate species, C18H32F3O9PSi in total in a non-equilibrium geometry (ωB97M-V/def2-TZVPD).

Each line ends with the Mulliken charge.
CARTESIAN COORDINATES (ANGSTROEM)
H1 1.1628 -7.4346 -2.7809  0.38
H2 2.2632 -3.6768 -1.2198  0.20
F1 3.3789 1.0565 3.4276  -0.24
O1 -0.6667 -1.1441 1.1461  -0.33
H3 -5.7626 5.5980 3.3542  0.32
H4 -1.9222 7.7188 2.1359  0.33
H5 1.6229 -0.0162 1.6857  -0.03
C1 2.2429 -2.5618 -1.6037  -0.33
C2 -2.6014 6.3721 0.2451  -0.80
H6 0.9820 2.2849 4.2630  0.34
C3 -5.3041 6.0488 2.4682  -0.66
H7 -6.0948 6.4616 1.8374  0.25
H8 0.2998 -4.8822 -5.3936  0.31
C4 2.8413 0.0049 4.3697  0.69
H9 -3.3845 5.6235 3.8787  0.31
F2 3.0159 -1.3749 3.8450  -0.24
O2 0.2296 -3.3161 0.5948  -0.55
O3 -2.1972 5.7574 1.4639  -0.19
C5 0.2291 -1.9809 0.3328  0.54
C6 2.2337 0.5165 -2.7510  -0.33
H10 1.6727 -6.3150 -1.5022  0.21
C7 2.0401 -6.0328 -4.7650  -0.56
H11 -2.8642 5.5849 -0.4663  0.21
H12 2.7550 -5.3713 -5.2644  0.34
O4 -0.2586 -6.8460 -4.9394  -0.38
C8 -1.1937 -6.2356 -4.0564  -0.66
H13 0.4421 0.8114 -1.0278  0.00
C9 -2.0562 6.7023 2.5277  -0.53
O5 1.9615 -5.6049 -3.4015  -0.17
H14 1.2500 -0.1344 5.9959  0.33
H15 -1.8993 2.2958 -0.3429  0.27
C10 1.1898 -1.4818 -0.8983  0.38
C11 1.9198 -6.7003 -2.4942  -0.82
H16 0.8123 -6.1454 -6.5258  0.39
H17 4.0310 -0.2425 -4.2643  0.27
H18 -0.0251 -1.4541 4.1853  0.37
H19 -1.1481 6.4315 3.0760  0.36
H20 0.2106 2.9364 -0.3475  0.24
O6 0.5721 2.8645 0.6019  -0.48
C12 1.2114 0.0531 -1.5349  0.08
P1 -0.6192 2.0215 1.5690  0.36
F3 3.7418 0.0939 5.5798  -0.28
H21 -1.7605 -7.0253 -3.5566  0.24
C13 -3.2476 6.6396 3.4873  -0.50
H22 2.1921 1.6444 -3.1130  0.26
C14 0.6840 -5.9079 -5.4647  -0.51
Si1 0.2111 0.0183 2.1311  0.30
H23 -3.0504 7.3028 4.3355  0.38
H24 -0.6936 -5.6312 -3.2941  0.26
H25 -1.8892 -5.6119 -4.6272  0.32
C15 1.3322 0.3515 4.9086  -0.16
C16 3.2813 -0.5685 -3.3963  -0.35
O7 -1.9648 1.7149 0.4709  -0.51
O8 -4.4440 7.1126 2.8602  -0.38
H26 -0.8875 0.2334 4.4034  0.33
H27 2.4251 -7.0582 -4.8333  0.37
C17 3.2733 -2.1274 -2.8391  -0.36
C18 0.1119 -0.3008 4.0278  -0.62
H28 2.9026 -7.1805 -2.4483  0.30
H29 -1.7725 6.9560 -0.1678  0.31
H30 3.9812 -2.9561 -3.2849  0.32
O9 1.2432 1.8069 5.1090  -0.49
H31 -3.4737 7.0165 0.3882  0.35
H32 -4.7686 5.2842 1.8997  0.25

## Properties
energy: -62918.141 eV
structure (SMILES): O=C(O[Si@H](C[C@H](O)C(F)(F)F)P(O)O)c1ccccc1.COCCOC.COCCOC
E_HOMO: -8.649 eV
orbital gap: 7.69 eV

=====

[2]
Entry from OMol25: a cluster of 4 separate species, C28H21FN2O12 in total in a non-equilibrium geometry (ωB97M-V/def2-TZVPD).

Each line ends with the Mulliken charge.
CARTESIAN COORDINATES (ANGSTROEM)
H1 0.8400 1.8000 3.6863  0.31
C1 -4.2620 3.8762 1.9067  0.28
C2 0.6781 -0.5079 1.2973  0.05
C3 3.2211 -3.6242 -2.5899  -0.14
H2 -0.1119 1.5117 -5.5236  0.46
O1 2.8426 -5.3713 7.8241  -0.61
C4 2.9199 -5.5777 5.4816  0.39
C5 0.4649 -0.6974 -0.3197  -0.54
H3 -0.7590 1.1335 -9.0124  0.35
C6 -3.2319 2.6559 0.0624  1.17
H4 -0.4192 -0.0925 -0.8460  0.22
C7 -0.2912 0.4558 2.2052  0.94
O2 -4.5124 4.0799 3.2513  -0.57
C8 5.0209 -3.6467 5.6032  0.40
H5 1.5079 1.8295 1.8749  0.32
C9 3.4663 -5.1920 4.3268  -0.81
H6 -5.0920 4.8715 3.2916  0.35
H7 3.7111 -2.8652 1.7418  0.35
O3 5.0568 -3.8074 3.2563  -0.68
C10 3.3767 -5.0114 6.7809  0.86
C11 2.0676 -2.7785 -3.3645  -0.16
C12 0.5461 1.8240 2.5490  -0.99
O4 -0.3645 1.0918 -8.1141  -0.56
F1 -0.5458 -0.3013 3.4877  -0.37
O5 -2.5443 1.7269 -0.3477  -0.61
H8 3.8613 -4.3906 -3.2365  0.30
C13 -1.9201 2.6820 -5.1329  0.90
H9 -3.0435 2.1663 2.1876  0.49
C14 -3.3867 3.1130 -7.0626  -0.77
O6 -2.6311 2.2570 -9.1336  -0.61
H10 2.0786 -1.1475 3.2105  0.28
H11 1.9324 -2.9624 -4.5251  0.30
C15 1.4344 -1.7153 -1.2120  0.37
H12 -0.1368 2.7362 2.2800  0.26
C16 -0.9901 1.9355 -5.9942  -0.96
C17 4.4724 -4.0298 6.7577  -0.87
C18 -3.4958 2.8643 1.4945  -0.88
C19 -1.2327 1.7944 -7.2988  0.34
C20 1.8951 -1.2989 2.0643  -0.52
C21 2.6224 -2.5426 -0.4709  0.33
H13 3.1424 -5.5938 3.3750  0.45
H14 -2.9772 2.6378 -2.2878  0.28
H15 -3.6307 3.8932 -4.0397  0.48
C22 2.8332 -2.2985 1.1648  -0.40
N1 1.1505 -1.8013 -2.6851  -0.44
H16 -1.3031 0.6448 1.6098  -0.04
H17 6.2756 -2.6142 4.6245  0.35
O7 6.0528 -2.7267 5.5743  -0.57
C23 -2.4448 2.3872 -7.9288  0.92
O8 1.9071 -6.5186 5.5127  -0.57
H18 -4.2726 3.5236 -7.5301  0.44
H19 1.6803 -6.6265 6.4620  0.35
O9 -5.5929 5.7335 1.3454  -0.60
O10 -1.7169 2.8410 -3.9339  -0.64
C24 -4.8782 4.8245 0.9379  0.74
O11 -4.0282 3.9296 -4.9370  -0.55
H20 -5.0337 5.3369 -1.1845  0.44
C25 -4.5942 4.6300 -0.4925  -0.63
O12 -3.5521 3.4331 -2.2469  -0.52
H21 4.8067 -3.6395 7.7104  0.41
C26 4.5454 -4.1925 4.3024  0.88
C27 -3.1457 3.2510 -5.7574  0.32
C28 -3.8252 3.6201 -0.9043  -0.03
N2 3.5556 -3.5196 -1.1285  -0.46

## Properties
energy: -59630.930 eV
structure (SMILES): C[C@H](F)c1ccc2nccnc2c1.O=C1C=C(O)C(=O)C=C1O.O=C1C=C(O)C(=O)C=C1O.O=C1C=C(O)C(=O)C=C1O
E_HOMO: -8.353 eV
orbital gap: 6.38 eV

=====

[3]
Entry from OMol25: a cluster of 4 separate species, C2H13NO3 in total in a non-equilibrium geometry (ωB97M-V/def2-TZVPD).

Each line ends with the Mulliken charge.
CARTESIAN COORDINATES (ANGSTROEM)
C1 0.2990 1.6413 -0.2929  -1.05
H1 0.0960 1.3172 2.3404  0.21
N1 -0.4415 0.6325 1.8120  -0.63
H2 -0.1023 1.7914 -1.3034  0.30
O1 0.5218 -2.2143 1.7247  -0.70
H3 0.5717 2.6460 0.0178  0.38
H4 1.0153 -1.9781 -0.1101  0.36
H5 -1.6927 1.9764 0.5964  0.29
H6 -1.2286 0.4319 2.4256  0.24
H7 -0.2118 -0.5515 -2.7576  0.31
H8 1.6158 -2.3504 -1.5148  0.31
H9 1.1708 1.0007 -0.2089  0.28
H10 -1.4776 -0.2953 -3.5336  0.32
H11 0.1905 -1.3105 1.9161  0.37
C2 -0.9240 1.2031 0.5166  -0.30
O2 1.6363 -1.7033 -0.8087  -0.62
H12 0.8729 -2.3913 2.6097  0.32
H13 -1.3746 0.2883 0.1216  0.26
O3 -0.5370 -0.1343 -3.5508  -0.63

## Properties
energy: -9917.407 eV
relative energy (zero: lowest compared OMol25 entry of this formula, charge and spin): 77.6 kJ/mol
structure (SMILES): CCN.O.O.O
E_HOMO: -10.137 eV
orbital gap: 10.87 eV

=====

[4]
Entry from OMol25: a cluster of 2 separate species, C13H20ClI2NO6 in total in a non-equilibrium geometry (ωB97M-V/def2-TZVPD).

Each line ends with the Mulliken charge.
CARTESIAN COORDINATES (ANGSTROEM)
I1 -3.4982 1.0833 -0.9616  0.17
C1 3.8113 -1.7890 1.6916  -0.63
H1 -3.0217 -2.0637 2.4281  0.34
H2 0.7436 1.8314 1.7831  0.47
C2 3.5291 -2.0980 0.3663  -0.54
H3 -0.8520 1.1179 2.0811  0.31
H4 -0.4787 -2.3508 -1.3445  0.46
C3 0.0537 3.7089 0.8153  0.62
H5 2.1575 0.0227 0.6210  0.42
C4 -0.3142 -1.8073 -0.4192  -1.20
I2 -4.9915 -1.6932 -0.9833  0.07
H6 1.8866 -3.4958 0.4095  0.34
C5 -3.8280 -1.8082 1.7392  -1.35
H7 0.3429 1.1050 -0.6360  -0.79
H8 3.4921 -0.8444 2.1146  0.24
O1 1.7220 0.9789 -4.2214  -0.69
H9 -0.7461 -2.4961 0.3156  0.42
H10 4.3657 -2.5024 2.2868  0.28
H11 1.3219 3.0061 -0.7455  0.11
H12 -4.1869 -0.8298 2.0421  0.38
C6 1.3560 3.7518 0.0402  -0.54
C7 2.1862 -2.5998 -0.1193  -0.17
H13 4.3227 -1.9819 -0.3680  0.35
C8 -0.1698 1.4694 1.3144  -1.17
C9 -3.2732 -1.6906 0.3174  -0.25
O2 -0.2375 4.6263 1.5618  -0.58
H14 1.5336 4.7375 -0.3552  0.36
H15 -2.7064 -2.5702 0.0505  0.49
O3 -0.7822 2.6063 0.7134  -0.19
N1 1.2880 -0.3767 0.2984  0.15
C10 0.0842 0.4465 0.2027  1.19
C11 -2.4430 -0.3399 0.2589  -1.17
H16 2.1479 3.4665 0.7298  0.26
H17 2.3133 -2.8380 -1.1748  0.35
O4 -0.4805 0.6118 -3.4531  -0.72
C12 -1.0515 -0.4372 -0.4001  0.73
H18 -1.1724 -0.1173 -1.4281  0.32
H19 -4.6093 -2.5499 1.8180  0.47
H20 -2.4594 0.0899 1.2485  0.45
Cl1 0.5316 1.6101 -3.7154  1.77
O5 0.0416 2.5730 -4.6531  -0.68
C13 1.1008 -1.5796 -0.0681  -0.01
O6 0.8315 2.2756 -2.4525  -0.83

## Properties
energy: -56290.300 eV
E_HOMO: -8.218 eV
orbital gap: 5.97 eV